Record 1
Molecular formula: C2H9N2O2
Method: DFT, ωB97M-V/def2-TZVPD

Summary:
- gap between HOMO and LUMO (eV) = 11.23
- maximum force (eV Å⁻¹) = 2.25
- relative energy (zero: lowest compared OMol25 entry of this formula, charge and spin) (kJ/mol) = 80.73

ORCA input file:
```
! RIJCOSX wB97M-V def2-TZVPD def2/J DEFGRID3
* xyz 1 1
O 0.13 -0.67 -1.16
O 1.99 0.32 0.31
N -0.84 -1.75 0.56
N -0.25 1.79 -0.23
C -0.60 -0.64 -0.20
C -0.96 0.71 0.46
H -1.60 -1.74 1.22
H 2.48 -0.04 1.05
H -0.85 2.23 -0.91
H -0.57 -2.59 0.05
H -0.74 0.64 1.52
H -0.03 2.55 0.41
H 2.23 -0.18 -0.46
H 0.66 1.42 -0.54
H -2.05 0.76 0.40
*
```

Here are the natural (NBO) charges for atoms 1 to 6, given in e: O -0.61; O -0.99; N -0.80; N -0.67; C 0.68; C -0.35

---

Record 2
Molecular formula: Cl2O12S
Method: DFT, ωB97M-V/def2-TZVPD

Summary:
- gap between HOMO and LUMO (alpha / beta) (eV) = 6.85 / 6.23
- maximum force (eV Å⁻¹) = 10.13
- expectation value of S² = 0.760

ORCA input file:
```
! RIJCOSX wB97M-V def2-TZVPD def2/J DEFGRID3
* xyz -3 2
Cl -5.40 -4.21 -12.45
Cl -1.56 -5.64 -9.64
S -3.67 -9.28 -11.10
O -2.49 -8.70 -11.69
O -5.13 -5.42 -11.69
O -3.52 -9.70 -9.73
O -4.83 -4.11 -13.79
O -4.61 -8.18 -11.09
O -6.83 -4.51 -12.54
O -0.83 -4.55 -9.07
O -2.70 -6.26 -8.85
O -5.29 -3.14 -11.62
O -4.03 -10.36 -12.06
O -0.66 -6.52 -10.25
O -2.42 -5.16 -10.62
*
```

Here are the natural (NBO) charges for atoms 1 to 6, given in e: Cl 2.55; Cl 2.53; S 2.54; O -0.79; O -0.83; O -1.01

---

Record 3
Molecular formula: C48H100N4O10S3
Method: DFT, ωB97M-V/def2-TZVPD

Summary:
- gap between HOMO and LUMO (eV) = 8.31
- maximum force (eV Å⁻¹) = 2.74
- relative energy (zero: lowest compared OMol25 entry of this formula, charge and spin) (kJ/mol) = 95.66
- SMILES = CC1(C)CCCC(C)(C)N1O.CC1(C)CCCC(C)(C)N1O.CC1(C)CCCC(C)(C)N1O.CC1(C)CCCC(C)(C)N1O.O=S1(=O)CCCC1.O=S1(=O)CCCC1.O=S1(=O)CCCC1

ORCA input file:
```
! RIJCOSX wB97M-V def2-TZVPD def2/J DEFGRID3
* xyz 0 1
S 2.82 -4.49 -3.66
S 1.22 6.49 -0.44
S 0.81 0.32 -1.10
O -1.24 -2.12 -5.46
O 2.41 7.29 -0.08
O 2.01 0.43 -1.87
O 0.03 7.17 -0.89
O 3.93 -5.42 -3.71
O 6.45 -4.64 3.97
O -4.55 1.20 2.54
O 1.98 2.11 6.18
O -0.26 1.31 -1.15
O 2.67 -3.53 -2.58
N -4.36 1.97 1.40
N 0.62 1.79 6.10
N -2.32 -1.40 -6.00
N 6.15 -3.54 3.12
C -2.83 -0.40 -5.08
C 1.23 -0.10 4.82
C -3.34 -0.98 -3.78
C 1.63 -4.70 -6.00
C -3.48 -0.67 -8.02
C 0.36 2.78 8.30
C 0.11 -1.38 -1.45
C 6.75 -3.65 1.78
C -4.04 3.93 2.80
C -2.10 -2.65 -8.10
C 1.34 -5.57 -3.70
C 4.86 -2.93 3.37
C -4.39 4.25 0.41
C 8.24 -3.98 1.91
C 2.61 -3.76 -5.28
C -1.59 1.71 7.21
C -4.22 2.21 -1.05
C -2.26 0.99 5.97
C -0.32 2.51 6.95
C 0.13 0.96 4.99
C 0.51 -2.23 -0.24
C -4.82 3.35 1.57
C 4.83 -1.57 2.56
C -4.60 1.29 0.13
C 1.80 5.22 -1.72
C 6.12 -4.71 0.88
C -1.84 0.74 -4.80
C 1.13 -0.04 0.67
C 6.75 -2.25 1.15
C 5.35 -1.62 1.15
C -2.18 -1.23 -7.44
C -6.11 0.85 0.11
C -1.15 0.18 5.29
C 0.58 -5.12 -4.96
C -3.97 0.59 -7.23
C 0.77 5.21 0.78
C 0.09 1.79 3.71
C -6.30 3.53 1.86
C -4.09 0.33 -5.75
C 4.64 -2.45 4.79
C -4.81 3.58 -0.91
C 1.43 3.93 0.36
C -3.73 0.02 0.05
C -0.94 -0.51 -7.89
C -0.76 3.88 6.36
C 3.74 -3.85 2.83
C 1.53 -1.50 0.61
C 1.42 3.88 -1.17
H -6.60 3.05 2.80
H 1.20 -4.17 -6.85
H 0.83 3.12 0.78
H -3.79 -0.20 -3.15
H 5.23 -4.30 0.40
H 2.88 5.33 -1.54
H 1.64 -1.91 1.61
H 2.07 3.12 -1.63
H -2.06 1.73 -5.21
H -4.17 5.01 2.72
H 0.82 -5.29 -2.79
H 8.78 -4.02 0.96
H -2.07 -2.51 -9.18
H 2.72 -3.62 3.16
H 7.04 -2.37 0.10
H 0.32 0.30 1.32
H 7.45 -1.60 1.68
H -0.40 2.73 3.98
H -4.48 5.33 0.51
H -2.54 -1.39 -3.16
H -4.23 -1.44 -8.20
H -0.80 0.44 -4.93
H 2.06 2.93 5.67
H 1.43 -0.59 5.77
H -6.72 1.60 -0.41
H -6.32 -0.03 -0.51
H 0.09 -5.99 -5.38
H -2.88 0.20 -0.61
H -0.04 -0.76 -7.33
H 4.01 -3.16 5.35
H -6.60 4.54 2.19
H -3.40 -0.15 -8.98
H -4.26 -0.67 -0.63
H -1.49 3.70 5.57
H 8.37 -5.01 2.27
H -0.31 5.19 0.71
H 1.06 5.67 1.73
H 8.73 -3.38 2.69
H 2.23 -5.56 -6.30
H -4.99 -0.21 -5.46
H -1.39 -0.11 4.27
H -0.59 1.60 2.86
H -4.55 3.55 3.69
H -1.25 4.57 7.05
H 3.94 -1.62 4.91
H -4.18 1.25 -5.17
H 3.77 -4.00 1.76
H 1.27 3.35 8.11
H -2.96 3.81 2.76
H -6.92 3.35 0.98
H -2.97 -3.26 -7.87
H -3.18 1.34 -7.33
H 3.58 -3.60 -5.74
H -3.14 2.41 -0.98
H -3.28 4.29 0.37
H 1.11 1.98 3.36
H -1.12 -3.09 -7.88
H -0.96 -1.21 -1.43
H -3.05 0.38 6.40
H 0.94 -0.84 4.07
H 2.53 -1.66 0.19
H 1.93 0.62 1.01
H 0.76 -3.27 -0.47
H -5.91 3.60 -0.95
H -0.69 -0.64 -8.94
H 1.40 5.55 -2.67
H -2.61 1.74 5.26
H -5.45 0.84 2.48
H -4.39 1.82 -2.05
H 2.43 3.76 0.75
H -6.62 0.68 1.06
H 5.37 -0.72 0.53
H 0.49 -1.72 -2.41
H 3.85 -1.10 2.72
H 6.75 -5.14 0.10
H -0.09 -4.31 -4.68
H 2.23 0.27 4.55
H -2.06 0.96 -3.75
H -4.89 0.89 -7.74
H -1.65 -2.88 -5.03
H -4.61 4.27 -1.73
H 5.41 -0.80 3.09
H 0.71 1.82 8.72
H 4.68 -2.32 0.64
H -0.94 -0.75 5.81
H -1.19 0.56 -7.85
H 5.79 -5.56 1.48
H -0.30 3.13 9.08
H -4.05 -1.81 -3.84
H 6.90 -4.18 4.69
H 3.95 -4.87 3.18
H -2.38 2.31 7.67
H 5.53 -2.28 5.39
H 0.42 3.66 -1.56
H 2.04 -2.83 -5.20
H -0.43 -2.49 0.25
H 1.62 -6.61 -3.62
H 0.07 4.42 5.88
H -3.42 -0.50 0.95
H -1.50 0.91 7.95
*
```

Here are the Mulliken charges for atoms 1 to 6, given in e: S 0.95; S 1.11; S 0.86; O -0.03; O -0.67; O -0.71

---

Record 4
Molecular formula: C35H34BF3O2
Method: DFT, ωB97M-V/def2-TZVPD

Summary:
- gap between HOMO and LUMO (eV) = 5.42
- maximum force (eV Å⁻¹) = 4.92
- relative energy (zero: lowest compared OMol25 entry of this formula, charge and spin) (kJ/mol) = 107.65

ORCA input file:
```
! RIJCOSX wB97M-V def2-TZVPD def2/J DEFGRID3
* xyz 0 1
F -1.40 -2.37 4.51
F 0.59 -3.28 4.30
F 0.29 -1.62 5.67
O 1.45 0.32 -1.52
O -0.16 1.91 -0.93
C 0.34 0.03 0.75
C 2.58 0.97 3.52
C -0.03 -0.41 -3.49
C 3.13 1.73 -2.42
C -2.80 -3.26 1.80
C 0.16 -2.22 -5.10
C -0.60 -3.03 -4.23
C -0.67 -1.24 -2.54
C -3.71 2.06 -2.00
C -2.25 0.30 -1.20
C -2.84 -1.35 0.34
C -4.48 0.60 -0.22
C 2.32 0.11 4.69
C 1.24 -0.94 1.06
C 0.90 3.57 -2.17
C 3.10 1.19 0.00
C -2.48 1.38 -2.03
C -0.65 -0.16 2.94
C 0.22 -1.16 3.26
C 1.41 -1.37 2.45
C -1.57 -3.62 1.23
C 1.22 3.45 0.28
C -4.71 1.67 -1.09
C -0.96 -2.85 0.23
C -0.05 -2.08 4.42
C -1.03 -0.65 -1.16
C 1.06 2.65 -1.00
C 2.54 -0.51 3.36
C -1.54 -1.67 -0.15
C 2.24 1.48 -1.22
C -0.97 -2.53 -2.96
C 0.49 -0.90 -4.70
C -3.43 -2.11 1.36
C -3.29 -0.11 -0.32
C -0.46 0.55 1.75
B 0.10 0.48 -0.96
H 0.11 4.29 -1.97
H 1.75 1.52 3.05
H 1.82 -2.42 2.47
H 0.42 4.20 0.34
H -5.23 0.23 0.48
H 3.86 1.97 0.18
H 3.09 0.05 5.45
H 3.78 2.61 -2.34
H 1.77 4.18 -2.36
H -5.68 2.17 -1.11
H 1.13 -0.22 -5.27
H 3.62 0.24 -0.12
H 2.55 1.14 0.95
H 1.17 2.80 1.17
H -3.23 -3.84 2.63
H 2.18 4.00 0.30
H 0.65 3.02 -3.07
H 0.52 -2.59 -6.05
H -4.37 -1.78 1.82
H 3.77 0.87 -2.59
H -0.89 -4.05 -4.57
H 0.11 0.66 -3.31
H 3.54 1.50 3.59
H -1.51 -3.18 -2.26
H 0.00 -3.17 -0.17
H -1.16 1.36 1.55
H -1.69 1.63 -2.74
H 2.55 1.80 -3.33
H -3.90 2.86 -2.71
H -1.58 -0.03 3.48
H 3.49 -0.99 3.06
H -1.10 -4.53 1.61
H 1.85 -1.41 0.29
H 1.32 0.11 5.07
*
```

Here are the Mulliken charges for atoms 1 to 6, given in e: F -0.23; F -0.30; F -0.32; O -0.48; O -0.34; C 0.49